A 2-piece molecular cluster, C9H13NO3 overall at a distorted geometry. Source: the OMol25 dataset; level of theory: ωB97M-V/def2-TZVPD.

```
26
Properties=species:S:1:pos:R:3:lowdin_charge:R:1
C -0.040 2.275 2.777 0.175
C 0.106 1.124 2.490 -0.147
C 1.058 -0.909 3.149 0.179
C 0.475 -0.137 2.162 -0.230
C 0.665 1.439 -0.482 -0.431
C 0.295 2.045 -1.903 0.058
C -1.342 0.057 -0.877 -0.044
C -0.119 -2.598 -0.601 -0.072
C 0.305 -0.626 0.771 -0.163
N -0.136 0.361 -0.212 -0.041
O 1.488 1.899 0.277 0.090
O 2.283 -1.119 0.253 -0.170
O -0.260 -1.877 0.594 -0.101
H -0.238 3.282 2.978 0.031
H 1.388 -1.865 3.112 0.045
H 1.232 -0.409 4.090 0.085
H -0.657 2.379 -1.672 0.055
H 0.236 1.222 -2.560 0.068
H 1.013 2.749 -2.063 0.056
H -2.002 0.864 -0.888 0.083
H -1.169 -0.204 -1.910 0.093
H -1.645 -0.775 -0.205 0.116
H 0.396 -3.546 -0.510 0.099
H 0.283 -1.915 -1.396 0.109
H -1.152 -2.818 -0.928 0.097
H 2.870 -0.461 0.559 -0.041
```

Results
Largest force on an atom: 0.1033 Eh/bohr
2S+1: 1
LUMO energy (alpha / beta): -0.37 / -0.37 eV
HOMO-LUMO gap (alpha / beta): 8.33 / 8.32 eV
Energy relative to the best compared isomer or geometry (same formula, charge and spin): 655.9 kJ/mol
E: -17169.967 eV